Formula: C6H12O
Source: the Open Molecules 2025 dataset
Level of theory: ωB97M-V/def2-TZVPD

Structure (XYZ):
```
19
Properties=species:S:1:pos:R:3:mulliken_charge:R:1
C -0.138 -0.487 -1.047 -0.635
C 0.531 0.228 -0.140 -0.507
C 0.775 -0.300 1.232 0.633
C 2.212 -0.437 1.643 -1.221
C -0.335 -0.512 1.984 -0.241
C -0.305 -1.568 3.088 -1.245
H -0.702 -1.384 -0.811 0.326
H -0.333 0.019 -1.990 0.263
H 0.811 1.237 -0.425 0.313
H 2.916 -0.360 0.823 0.386
H 2.448 0.377 2.345 0.300
H 2.382 -1.328 2.247 0.304
H -1.133 0.221 2.013 0.380
H -1.273 -1.760 3.535 0.349
H 0.217 -2.447 2.715 0.307
H 0.398 -1.237 3.880 0.290
O -2.148 2.464 -5.567 -0.641
H -2.439 3.379 -5.547 0.320
H -2.612 1.954 -4.894 0.321
```

Orbital gap: 9.16 eV
SMILES: C=C/C(C)=C/C.O
Total energy: -8461.7900 eV
Net charge: 0
Spin multiplicity: 1
Energy above the lowest of the compared OMol25 structures with the same formula, charge and spin: 2.564 eV
HOMO level: -8.32 eV



Formula: C6H12O
Source: the Open Molecules 2025 dataset
Level of theory: ωB97M-V/def2-TZVPD

Structure (XYZ):
```
19
Properties=species:S:1:pos:R:3:mulliken_charge:R:1
C 0.732 1.068 1.197 -1.069
C 1.684 0.150 1.022 0.956
C 2.166 -0.340 -0.308 -1.064
O 2.359 -0.457 2.040 -0.500
H 0.225 1.492 0.340 0.281
H 0.449 1.414 2.189 0.211
H 1.570 0.086 -1.118 0.254
H 2.104 -1.432 -0.346 0.288
H 3.215 -0.060 -0.456 0.333
H 2.030 -0.102 2.876 0.306
C -1.746 0.761 -1.828 -0.734
C -2.069 0.256 -0.640 0.047
C -1.838 -1.163 -0.215 -0.925
H -1.286 0.146 -2.600 0.241
H -1.931 1.803 -2.075 0.271
H -2.527 0.910 0.104 0.316
H -1.429 -1.763 -1.035 0.279
H -2.770 -1.631 0.125 0.324
H -1.130 -1.196 0.623 0.186
```

Orbital gap: 9.75 eV
SMILES: C=C(C)O.C=CC
Total energy: -8462.8166 eV
Net charge: 0
Spin multiplicity: 1
Energy above the lowest of the compared OMol25 structures with the same formula, charge and spin: 1.537 eV
HOMO level: -8.82 eV